The following is a DFT calculation (ωB97M-V/def2-TZVPD) of a gas-phase ion, C5H5FIO2 (charge -1) at a distorted geometry.

Geometry as ORCA input:
```
! RIJCOSX wB97M-V def2-TZVPD def2/J DEFGRID3
* xyz -1 1
C 1.9819 0.0753 -0.5302
C -0.4794 0.8493 -0.6332
C 0.6588 -0.0835 -0.0037
C -2.1104 1.2356 -0.3247
C 0.3029 -1.4716 0.7732
O 1.8216 0.5963 0.6189
O 2.8966 -0.0857 -1.3041
F -2.2882 2.1558 0.8258
I -3.0756 -0.5865 0.2580
H -0.0086 1.8224 -0.7062
H -0.6233 0.5030 -1.6178
H -0.5427 -1.2050 1.4065
H 1.2190 -1.6296 1.3375
H 0.2475 -2.1759 -0.1000
*
```

Largest force on an atom in eV/Å: 3.90
Highest occupied orbital energy in eV: -2.893
Calculated total energy in a.u.: -741.474854


The following is a DFT calculation (ωB97M-V/def2-TZVPD) of a gas-phase ion, C5H5FNO4 (charge -1) at a distorted geometry.

Geometry as ORCA input:
```
! RIJCOSX wB97M-V def2-TZVPD def2/J DEFGRID3
* xyz -1 1
C -2.6787 0.2001 0.1668
C 0.3355 -0.1563 -1.1764
C -0.0915 0.2645 0.1511
C 1.5275 -0.3956 -0.1908
C -1.1448 -0.4311 0.8507
N 2.5874 0.4381 0.0977
O -2.6753 0.4381 -1.0134
O -3.4548 0.3883 1.0402
O 3.5242 0.0296 0.7989
O 2.3172 1.6512 -0.2243
F 1.6928 -1.6700 0.1292
H 0.0093 -1.0182 -1.5481
H 0.5090 0.6377 -1.8350
H 0.0366 1.3209 0.1959
H -1.1921 -0.1181 1.8413
H -1.3024 -1.5791 0.7161
*
```

Largest force on an atom in eV/Å: 4.58
SMILES: O=C([O-])C[C@@H]1C[C@@]1(F)[N+](=O)[O-]
Highest occupied orbital energy (alpha / beta) in eV: -4.322 / -4.321
Calculated total energy in a.u.: -649.004121


The following is a DFT calculation (ωB97M-V/def2-TZVPD) of 2 unconnected molecules or ions with the total composition C5H5FO at a distorted geometry.

Geometry as ORCA input:
```
! RIJCOSX wB97M-V def2-TZVPD def2/J DEFGRID3
* xyz 0 1
C -1.8820 0.6321 0.6616
C -1.3464 -0.0062 -0.3042
C 1.9238 0.3174 -0.3935
C 1.8251 -0.0939 0.8713
C -0.7410 -0.6237 -1.2170
O 2.0383 0.7376 -1.4934
F -0.2471 -1.9274 -0.9940
H -2.9925 0.5184 0.9187
H 2.6710 -0.0582 1.6120
H -1.4631 1.0953 1.4914
H 0.7214 -0.2769 1.0680
H -0.5075 -0.3144 -2.2207
*
```

Largest force on an atom in eV/Å: 4.18
SMILES: C=C=CF.C=C=O
Highest occupied orbital energy in eV: -9.217
Calculated total energy in a.u.: -368.487247


The following is a DFT calculation (ωB97M-V/def2-TZVPD) of a single C5H5FO molecule at a distorted geometry.

Geometry as ORCA input:
```
! RIJCOSX wB97M-V def2-TZVPD def2/J DEFGRID3
* xyz 0 1
C 1.2868 -0.5928 -0.4545
C 0.4252 0.3259 -0.0497
C -1.0140 -0.0469 -0.0213
C -1.5813 -1.1754 0.3560
C 0.7580 1.6922 0.2030
H 1.0193 -1.6334 -0.6567
H -1.6311 0.7650 -0.4674
H -1.0276 -1.9673 0.8207
H -2.5898 -1.3752 0.1540
H -0.1568 2.2368 0.4688
O 1.8805 2.1540 0.1231
F 2.6308 -0.3830 -0.4760
*
```

Largest force on an atom in eV/Å: 2.09
SMILES: C=C/C(C=O)=C/F
Highest occupied orbital energy in eV: -9.747
Calculated total energy in a.u.: -368.554189


The following is a DFT calculation (ωB97M-V/def2-TZVPD) of a single C5H5FO2 molecule at a distorted geometry.

Geometry as ORCA input:
```
! RIJCOSX wB97M-V def2-TZVPD def2/J DEFGRID3
* xyz 0 1
C 0.9899 -0.7083 -0.1008
C -0.1254 -1.4469 -0.0487
C -1.4537 -0.8532 -0.0583
C -0.4164 1.2473 0.2284
C 1.0016 0.7785 -0.1819
H -0.0485 -2.5641 -0.1279
H -0.6359 2.2875 -0.0137
H -0.5070 1.1073 1.3224
H 1.7003 1.2282 0.5427
H 1.2224 1.1690 -1.1930
O -2.4914 -1.4116 0.0342
O -1.4184 0.5046 -0.3896
F 2.1823 -1.3383 -0.0136
*
```

Largest force on an atom in eV/Å: 2.10
SMILES: O=C1C=C(F)CCO1
Highest occupied orbital energy in eV: -10.340
Calculated total energy in a.u.: -443.854230


The following is a DFT calculation (ωB97M-V/def2-TZVPD) of a molecular structure, C5H5FO4Rh at a distorted geometry.

Geometry as ORCA input:
```
! RIJCOSX wB97M-V def2-TZVPD def2/J DEFGRID3
* xyz 2 6
C -0.8731 0.6132 -1.1187
C -0.8212 1.2830 0.2591
O -2.1761 1.4371 0.6403
C -2.9856 0.8966 -0.2773
O -2.2799 0.3110 -1.2481
O -4.1773 0.8444 -0.1745
O -0.1408 -0.4196 -1.3787
F -0.6501 1.5976 -2.0899
H -0.3124 2.2508 0.2525
Rh 1.4602 -1.1271 -1.2332
H -0.1715 0.6449 1.0228
C 2.4764 -2.0987 1.2004
C 2.4226 -0.8444 0.7764
H 1.5765 -2.6906 1.4050
H 3.4451 -2.6135 1.2863
H 3.2072 -0.0847 0.6777
*
```

Largest force on an atom in eV/Å: 8.84
Highest occupied orbital energy (alpha / beta) in eV: -17.882 / -19.818
Calculated total energy in a.u.: -703.874344


The following is a DFT calculation (ωB97M-V/def2-TZVPD) of a single C5H5FS2 molecule at a distorted geometry.

Geometry as ORCA input:
```
! RIJCOSX wB97M-V def2-TZVPD def2/J DEFGRID3
* xyz 0 1
C 0.4799 0.5556 -0.7896
C -0.9922 0.0068 -0.7580
C -1.0597 0.1687 0.8773
C 0.1281 -0.9143 0.9027
C 1.3018 -0.4207 0.1215
H 1.1472 0.7750 -1.7795
H -1.6963 0.3841 -1.7239
H -2.0200 0.0710 1.4132
H -0.7492 1.3110 1.1260
H 0.5654 -1.3166 1.8143
F 0.5799 1.9229 -0.3742
S -0.5914 -1.7915 -0.6624
S 2.9065 -0.7520 -0.1673
*
```

Largest force on an atom in eV/Å: 5.46
SMILES: F[C@H]1C(=S)[C@H]2C[C@@H]1S2
Highest occupied orbital energy in eV: -8.776
Calculated total energy in a.u.: -1089.617806


The following is a DFT calculation (ωB97M-V/def2-TZVPD) of a molecular structure, C5H5I at a distorted geometry.

Geometry as ORCA input:
```
! RIJCOSX wB97M-V def2-TZVPD def2/J DEFGRID3
* xyz 0 1
C 1.2524 -0.3342 -0.2537
C 2.2880 -1.0228 -0.6249
C -0.0264 -1.1235 0.0466
C -0.9398 0.1261 0.3259
C 0.1123 1.2149 0.0530
I -0.3072 2.4991 -1.5207
H -0.0912 -1.9682 -0.7728
H 0.1766 -1.6805 0.9102
H -1.8710 0.3084 -0.3266
H -1.1810 0.2781 1.3259
H 0.5873 1.7026 0.8370
*
```

Largest force on an atom in eV/Å: 4.69
Highest occupied orbital energy in eV: -9.582
Calculated total energy in a.u.: -490.966312


Question: Among the records above, which one has the highest calculated total energy?
Answer: number 3


Question: What is the formula in the eighth record?
Answer: C5H5I